1.
This record from the OMol25 dataset describes a 3-piece molecular cluster, C4H14N2O overall. The level of theory is ωB97M-V/def2-TZVPD.

The net charge is 0. The gap between HOMO and LUMO comes out at 9.51 eV. The lowest unoccupied orbital energy is 0.760 eV. The calculation puts the HOMO energy at -8.749 eV. The largest force on an atom comes out at 3.28 eV Å⁻¹. As for the calculated total energy: -9400.8869 eV. As for the energy relative to the best compared isomer or geometry (same formula, charge and spin): 62.7 kcal/mol.

Element x y z (Å)
1 C 1.98298 0.83843 0.25903
2 O 1.45813 0.99477 1.34386
3 H 2.21893 1.68477 -0.40485
4 H 2.39704 -0.13228 -0.05424
5 N -1.04017 -0.34161 1.00767
6 C -0.89722 -1.71115 1.54407
7 N 0.42924 -2.23348 1.36913
8 H -0.46591 0.30687 1.55135
9 H -2.00039 -0.02030 1.06449
10 H -1.60300 -2.34863 1.00670
11 H -1.14179 -1.74702 2.61460
12 H 0.66216 -2.27161 0.38322
13 H 1.10260 -1.62401 1.82229
14 C -0.04408 0.38192 -1.61897
15 C -0.63509 1.78194 -1.75391
16 H 0.95439 0.35044 -2.05324
17 H -0.60552 -0.31827 -2.25096
18 H -0.39567 -0.01138 -0.50615
19 H -0.12366 2.47916 -1.08757
20 H -0.56639 2.16148 -2.77499
21 H -1.68656 1.77995 -1.46151

Löwdin population analysis, charges in e, atoms 1 to 2: C -0.1597; O -0.0414

=====

2.
This record from the OMol25 dataset describes a 3-piece molecular cluster, C5H16NO2 overall. The level of theory is ωB97M-V/def2-TZVPD.

The net charge is +1. The gap between HOMO and LUMO comes out at 10.94 eV. The lowest unoccupied orbital energy is -3.024 eV. The calculation puts the HOMO energy at -13.960 eV. The largest force on an atom comes out at 7.04 eV Å⁻¹. As for the calculated total energy: -11020.7142 eV. As for the energy relative to the best compared isomer or geometry (same formula, charge and spin): 73.0 kcal/mol.

Element x y z (Å)
1 C 0.62187 1.16242 -0.95732
2 C 1.46119 1.14438 0.38132
3 C 0.36754 1.08213 1.56234
4 C 0.21783 -0.37012 1.98670
5 C 0.84984 -1.02879 2.99142
6 N -0.79747 -1.07748 1.24040
7 H 1.08089 0.49244 -1.70553
8 H -0.41785 1.08583 -0.79712
9 H 0.77485 2.05562 -1.55033
10 H 1.94660 0.18895 0.36879
11 H 2.27633 1.88064 0.45973
12 H -0.46580 1.65636 1.45547
13 H 0.77196 1.71856 2.39299
14 H 0.67221 -2.04620 2.99679
15 H 1.43570 -0.62725 3.79491
16 H -1.61162 -1.02301 1.74370
17 H -1.13413 -0.78088 0.23242
18 H -0.62328 -2.01623 0.93304
19 H -0.67799 -0.62633 -2.25865
20 H -1.94305 -0.52318 -1.65660
21 O -1.22242 -1.06779 -1.53148
22 H -1.53637 -0.03363 -3.92916
23 H -0.28204 0.20469 -4.50566
24 O -0.75179 0.31727 -3.77408

Löwdin population analysis, charges in e, atoms 1 to 2: C -0.1103; C -0.1496

=====

3.
This record from the OMol25 dataset describes C46H88ClN5O16Zr as an isolated structure. The level of theory is ωB97M-V/def2-TZVPD.

The net charge is +2. The gap between HOMO and LUMO comes out at 6.51 eV. The lowest unoccupied orbital energy is -5.749 eV. The calculation puts the HOMO energy at -12.263 eV. The largest force on an atom comes out at 3.86 eV Å⁻¹. As for the calculated total energy: -103134.4475 eV.

Element x y z (Å)
1 Zr -1.28051 1.47111 1.06439
2 Cl 0.48649 0.77516 -0.66453
3 C 1.30608 -2.26115 1.66938
4 N 0.93445 -2.29229 0.17976
5 C -0.25506 -2.81491 -0.09891
6 C -0.70096 -2.95042 -1.34797
7 C 0.11598 -2.54251 -2.43123
8 C 1.33034 -2.00079 -2.11706
9 C 1.74682 -1.89706 -0.80550
10 C -0.34601 -2.77492 -3.80065
11 C -1.65488 -2.42806 -4.15337
12 C -2.04606 -2.38653 -5.48841
13 N -1.20699 -2.65929 -6.49003
14 C 0.07308 -3.08098 -6.23197
15 C 0.51872 -3.01554 -4.96725
16 C -1.57692 -2.56552 -7.93004
17 H 0.64399 -2.99614 2.09037
18 H 1.15380 -1.24268 2.13100
19 H 2.36536 -2.53422 1.71433
20 H -0.97342 -2.97796 0.69876
21 H -1.74493 -3.16799 -1.53232
22 H 2.03823 -1.70860 -2.94729
23 H 2.77706 -1.53155 -0.57299
24 H -2.32156 -2.12214 -3.42183
25 H -3.06482 -2.01785 -5.70084
26 H 0.72777 -3.39158 -7.05089
27 H 1.60420 -3.18008 -4.92246
28 H -1.60685 -3.54926 -8.35147
29 H -0.81190 -1.94426 -8.39041
30 H -2.59545 -2.06582 -8.09019
31 C 7.40909 -2.25953 1.50379
32 C 7.30999 -2.41474 2.97741
33 N 6.28200 -1.48461 3.65128
34 C 6.55426 -1.54914 5.11621
35 C 6.35174 -0.04743 3.11899
36 C 7.66979 0.62191 3.46124
37 C 4.85283 -1.93029 3.37440
38 C 3.74353 -1.15677 4.06871
39 O 3.77593 -1.49716 5.41739
40 C 2.72521 -0.87797 6.14619
41 H 7.97564 -1.43730 1.13687
42 H 6.40057 -2.24161 1.10957
43 H 7.84202 -3.16477 1.02253
44 H 8.24766 -2.22853 3.47610
45 H 6.96806 -3.44538 3.23825
46 H 5.83222 -1.02784 5.75001
47 H 7.57712 -1.22552 5.28174
48 H 6.63519 -2.55585 5.57491
49 H 5.55109 0.48682 3.49682
50 H 6.19400 -0.13696 2.00269
51 H 7.71143 1.53094 2.92744
52 H 8.53680 -0.05800 3.23745
53 H 7.75954 0.83410 4.51067
54 H 4.78654 -2.90496 3.83244
55 H 4.70813 -2.01608 2.29687
56 H 2.73528 -1.38596 3.65095
57 H 3.93508 -0.12119 3.90373
58 H 1.95210 -0.47159 5.50394
59 H 3.18312 -0.05946 6.72674
60 H 2.27952 -1.56510 6.84253
61 C 1.81701 2.82721 -4.08940
62 C 2.23710 3.63294 -2.86428
63 N 1.43821 4.81800 -2.44485
64 C 1.83504 5.96755 -3.21278
65 C -0.04459 4.52061 -2.69768
66 C -1.05199 5.62818 -2.51087
67 C 1.75911 5.04412 -0.96921
68 C 3.17316 5.48999 -0.56466
69 O 3.38166 6.91824 -0.73948
70 C 3.12381 7.70492 0.48598
71 H 1.84490 3.32995 -5.06366
72 H 0.79691 2.48314 -3.81902
73 H 2.41924 1.91712 -3.97833
74 H 3.29684 4.02285 -2.82453
75 H 2.16877 2.88484 -2.08853
76 H 2.94133 6.17465 -3.09431
77 H 1.34970 6.83580 -2.79743
78 H 1.53280 5.92392 -4.26347
79 H -0.27044 3.63052 -2.06647
80 H -0.08328 4.26725 -3.70547
81 H -1.98028 5.33560 -3.05530
82 H -0.68372 6.63144 -2.83717
83 H -1.34503 5.74065 -1.44383
84 H 1.38267 4.16949 -0.44377
85 H 1.10044 5.92134 -0.72077
86 H 3.95726 4.96470 -1.09585
87 H 3.37349 5.25345 0.48789
88 H 2.14670 7.47091 0.89463
89 H 3.07671 8.70178 0.05989
90 H 3.96113 7.65042 1.17858
91 C -5.24025 -1.51338 -3.81242
92 O -6.12721 -2.24211 -3.01268
93 C -5.58557 -3.37952 -2.34204
94 C -6.73270 -3.99498 -1.56702
95 N -6.71260 -3.70999 -0.10045
96 H -7.66295 -3.90718 0.16445
97 H -5.72667 -4.41558 0.73615
98 C -6.58795 -2.26652 0.19830
99 C -7.47817 -1.85592 1.36384
100 O -8.78462 -1.78582 0.85235
101 C -9.79290 -1.68176 1.81394
102 H -4.94813 -2.19405 -4.62879
103 H -4.33889 -1.19790 -3.19145
104 H -5.82249 -0.63872 -4.12969
105 H -4.67080 -3.16047 -1.68938
106 H -5.23133 -4.11851 -3.11567
107 H -6.61210 -5.07524 -1.56234
108 H -7.62679 -3.65526 -2.10556
109 H -6.83453 -1.66680 -0.62472
110 H -5.50614 -1.97545 0.35821
111 H -7.25878 -0.87614 1.72538
112 H -7.30501 -2.51005 2.28489
113 H -9.74295 -0.72656 2.31430
114 H -9.75745 -2.46824 2.54784
115 H -10.73577 -1.78291 1.24312
116 C -2.85407 -5.69433 1.69415
117 C -3.77862 -4.72971 1.02686
118 O -3.39215 -3.75891 0.32454
119 O -5.02509 -4.97329 1.30773
120 H -1.80688 -5.45211 1.53301
121 H -2.90434 -6.72415 1.25764
122 H -3.10974 -5.87948 2.73778
123 C 4.82777 1.15704 0.10565
124 C 4.11256 -0.14917 0.57156
125 O 3.22058 0.04462 1.43066
126 O 4.51723 -1.21544 0.03818
127 H 5.87422 1.02172 -0.20493
128 H 4.71242 2.02825 0.74251
129 H 4.28334 1.44006 -0.82265
130 C -2.69898 5.36728 0.80475
131 C -2.08986 3.97856 0.72289
132 O -2.52203 3.22749 1.65265
133 O -1.30456 3.47178 -0.11088
134 H -3.38955 5.44382 1.62755
135 H -3.05775 5.73875 -0.13692
136 H -1.89341 6.09289 1.01971
137 C 2.11024 1.99439 3.37352
138 C 0.78629 1.95225 2.66430
139 O 0.41809 2.87474 1.86937
140 O 0.10960 0.87777 2.77964
141 H 2.13215 1.44845 4.29390
142 H 2.33411 3.12427 3.55929
143 H 2.91982 1.74086 2.66839
144 C -2.94579 -1.49129 3.28145
145 C -2.27152 -0.43786 2.45498
146 O -2.67894 0.79030 2.51874
147 O -1.43479 -0.69626 1.54308
148 H -2.27967 -2.08796 3.95868
149 H -3.46700 -2.14849 2.58455
150 H -3.69852 -1.06757 3.92328
151 C -4.71354 0.65018 -1.24598
152 C -3.27594 0.19598 -1.18817
153 O -2.47163 0.94750 -0.43709
154 O -2.89379 -0.86223 -1.76060
155 H -5.54375 -0.08183 -1.09038
156 H -4.92248 0.94091 -2.30433
157 H -4.88756 1.48147 -0.60379

Löwdin population analysis, charges in e, atoms 1 to 2: Zr 1.7695; Cl 0.1401

=====

4.
This record from the OMol25 dataset describes one molecule with the formula C5H8O. The level of theory is ωB97M-V/def2-TZVPD.

The net charge is 0. The gap between HOMO and LUMO comes out at 10.37 eV. The lowest unoccupied orbital energy is 1.115 eV. The calculation puts the HOMO energy at -9.255 eV. The largest force on an atom comes out at 2.90 eV Å⁻¹. As for the calculated total energy: -7359.3878 eV. As for the energy relative to the best compared isomer or geometry (same formula, charge and spin): 66.1 kcal/mol.

Element x y z (Å)
1 C -2.04889 0.42401 0.44730
2 C -1.46183 -0.35056 -0.47040
3 C -0.12319 -0.97172 -0.29223
4 O 0.31534 -0.81424 1.08008
5 C 1.29931 -0.58211 0.07669
6 C 1.63878 0.85270 -0.09319
7 H -1.73003 0.65360 1.48054
8 H -3.00980 0.86212 0.30869
9 H -2.04785 -0.30551 -1.41299
10 H -0.01330 -2.04722 -0.65611
11 H 2.10683 -1.41546 -0.07396
12 H 2.62582 1.08353 0.26583
13 H 0.88252 1.47427 0.48621
14 H 1.56629 1.13659 -1.14646

Löwdin population analysis, charges in e, atoms 1 to 2: C 0.0086; C -0.1202

=====

What is the formula in the first record?
C4H14N2O

=====

Look up the calculated total energy of the fourth one.
-7359.3878 eV

=====

What is the lowest unoccupied orbital energy in the fourth record?
1.115 eV

=====

What is the calculated total energy in the first record?
-9400.8869 eV